C40H47BrN6O2S4SbTc | ωB97M-V/def2-TZVPD

```
102
Properties=species:S:1:pos:R:3:forces:R:3
Sb 3.30535 2.62576 3.65444 0.0 -0.4 0.1
Tc 0.94539 0.57919 1.11455 0.2 0.3 -0.2
Br 3.18516 -0.56419 1.39980 0.2 -0.3 0.2
S 2.38069 2.31108 0.07119 -0.4 -0.5 0.0
S 4.03658 2.59208 1.15341 0.2 0.1 0.5
S 4.66776 1.04692 4.56658 -0.2 0.3 -0.2
S 1.09732 1.44624 3.25524 0.5 -0.1 0.1
O 1.12627 -0.14503 -0.89811 -0.9 0.0 1.0
O 1.58927 0.39276 -2.99647 0.0 0.1 0.1
N -0.23040 3.85878 0.54032 -0.1 0.2 0.1
N -1.94914 -0.33669 -0.80814 0.9 0.0 0.3
N -1.24803 -1.49816 -2.67693 -0.1 0.2 0.1
N -2.00735 0.68688 -2.92285 -0.1 -0.3 0.2
N -2.40057 3.70915 1.33708 0.1 -0.1 -0.1
N -1.07540 1.72867 1.11570 0.3 0.1 -0.2
C 1.88293 -0.12921 -1.92374 0.7 -0.1 -0.7
C -0.69751 4.86592 -0.39245 0.0 0.0 -0.1
C 4.50551 1.28762 -2.26885 -0.1 0.2 -0.1
C 6.99029 -2.98366 -1.71284 -0.1 0.1 0.0
C -1.22719 3.01792 1.02793 -0.2 0.1 -0.2
C -2.13228 1.96854 -2.27771 0.0 0.1 0.2
C 2.85055 -4.68751 1.68789 -0.2 -0.2 0.1
C -0.91792 -1.53689 2.60364 0.2 0.4 -0.2
C -3.16029 0.33100 1.20874 0.0 0.0 0.2
C -2.32197 4.65141 2.43421 0.0 0.2 -0.1
C -5.44559 -0.58244 1.38361 -0.3 -0.2 -0.2
C -2.27251 1.48237 3.15844 0.2 -0.2 -0.4
C -5.42449 -0.89192 0.04983 -0.3 0.0 0.3
C -2.86049 0.51380 -4.07733 -0.1 0.0 -0.2
C 3.24907 -2.25674 -1.65511 -0.1 0.0 0.0
C 5.62580 -0.89131 -1.97693 -0.2 -0.1 0.1
C 4.42712 -0.19007 -2.03266 0.1 0.0 0.0
C 3.22007 -0.87195 -1.84145 -0.1 -0.1 -0.1
C -0.66645 -3.92612 2.57972 -0.2 0.1 0.0
C 3.36675 -3.39643 1.52344 0.0 0.6 0.0
C 1.14385 -2.43575 1.88771 -0.1 -0.3 0.0
C -4.32849 0.03626 1.97561 0.3 0.0 -0.1
C -4.27219 -0.69306 -0.69417 0.2 0.4 -0.2
C 4.46662 -2.92519 -1.61861 0.0 0.0 0.0
C 1.99413 -3.07856 -1.54978 0.0 0.1 -0.1
C -0.52015 -1.44682 -3.92211 0.1 0.2 -0.4
C 0.29777 -1.29158 1.99588 -0.3 0.2 -0.1
C -3.75538 3.34271 1.01100 0.0 -0.1 -0.1
C 1.52669 -4.85683 1.98606 0.2 -0.2 0.0
C -1.41806 -2.81982 2.86193 0.0 -0.5 0.0
C 0.66095 -3.75481 2.14159 0.1 0.2 -0.1
C -3.09758 -0.17034 -0.13394 -0.6 -0.4 -0.6
C 5.67194 -2.26075 -1.76355 -0.1 0.0 0.0
C -2.15958 1.12918 1.82337 -0.3 0.2 0.8
C -4.38309 0.39188 3.33821 0.0 0.1 0.2
C 0.76749 4.39238 1.44920 0.2 0.0 0.1
C -3.36034 1.07534 3.93005 -0.3 -0.1 -0.1
C 2.51831 -2.32817 1.60610 0.1 -0.2 -0.1
C -1.41743 -2.77076 -2.00984 -0.3 -0.2 0.2
C -1.76487 -0.39772 -2.08761 0.0 0.2 -0.1
H -2.49619 1.11177 -4.91532 0.0 0.0 -0.1
H -0.17083 -0.42819 -4.07887 0.0 -0.1 -0.1
H 1.70478 4.53754 0.91369 0.0 0.1 0.1
H 4.45161 -3.99645 -1.46565 0.1 -0.2 0.0
H 0.45867 5.36138 1.86422 -0.1 0.0 0.0
H -6.31157 -0.78796 1.99792 -0.1 0.0 0.0
H -1.05118 -4.92894 2.71643 0.0 0.0 0.1
H -3.40859 1.33945 4.97664 0.0 0.0 0.1
H 4.88751 1.78020 -1.37312 0.0 0.1 0.0
H 4.41233 -3.23497 1.32323 0.2 0.0 0.0
H 7.58395 -2.62815 -0.87033 0.1 0.0 0.0
H 0.91414 3.68416 2.26225 0.1 0.1 0.0
H -2.66259 5.64429 2.11866 0.0 0.0 0.1
H -3.88772 0.83280 -3.85107 0.0 0.0 0.0
H 7.56112 -2.79954 -2.62424 0.1 0.0 0.0
H -1.12223 -1.77179 -4.77944 0.0 -0.1 0.0
H -1.53426 -0.71169 2.90209 -0.1 0.0 -0.1
H 0.36389 -2.08148 -3.86129 0.0 0.0 0.1
H -2.42181 -2.92029 3.25914 0.0 0.0 0.0
H 5.19249 1.50122 -3.08797 0.1 0.0 -0.1
H -2.89545 -0.52778 -4.38251 0.0 0.0 0.0
H -0.63176 -3.46282 -2.30201 0.0 0.1 0.0
H 6.85142 -4.05856 -1.60425 0.0 0.0 0.0
H 2.11068 -3.88364 -0.82278 0.0 0.0 0.0
H -5.26913 0.12680 3.89602 -0.1 -0.1 0.1
H -2.95753 4.30658 3.25903 0.0 0.0 0.0
H -1.38173 -2.62175 -0.93065 0.0 0.0 0.0
H -1.09633 5.76245 0.10496 0.0 0.0 0.0
H 0.15345 5.16036 -1.00697 0.0 0.0 -0.1
H 3.50730 -5.54141 1.59455 0.0 0.0 0.0
H -1.46866 4.44967 -1.03867 0.0 0.1 0.0
H -1.47661 2.04274 3.62388 0.1 0.1 -0.1
H -4.26752 2.82360 1.82861 0.0 0.0 0.0
H -4.23912 -1.01107 -1.73046 0.0 -0.1 0.0
H -1.36554 2.03945 -1.50650 0.0 0.1 -0.1
H 3.53588 1.71228 -2.50739 0.1 0.0 0.0
H -1.97730 2.75638 -3.01747 0.0 0.0 0.0
H -3.12524 2.09947 -1.81951 0.1 0.1 -0.1
H -3.78027 2.71380 0.12625 0.0 0.0 0.0
H -1.30847 4.72116 2.81786 0.0 0.1 0.0
H -2.38909 -3.21180 -2.26899 0.1 0.0 0.0
H -6.29009 -1.33433 -0.42687 -0.1 0.0 0.0
H 1.78496 -3.53825 -2.52147 -0.1 0.0 0.0
H 1.11764 -5.84761 2.13645 0.0 -0.1 0.0
H -4.29278 4.27454 0.79798 0.0 -0.1 0.0
H 1.15342 -2.45606 -1.25771 -0.1 -0.1 0.0
H 6.54950 -0.34286 -2.09965 0.1 0.1 0.0
```
Forces are in eV/Å.

Calculated values
Charge: -1
Orbital gap (alpha / beta), eV: 6.564 / 5.270
Multiplicity: 4
Calculated total energy, eV: -177401.245
<S²>: 3.784
Energy above the lowest of the compared OMol25 structures with the same formula, charge and spin, eV: 0.761
E_HOMO (alpha / beta), eV: -4.27 / -4.05


C5H2O3 | ωB97M-V/def2-TZVPD

```
10
Properties=species:S:1:pos:R:3:forces:R:3
O -2.45327 0.40189 -0.35092 0.7 -0.4 0.8
O 2.27076 0.88147 -0.25912 1.7 1.9 -0.3
O -0.35818 2.55947 0.26313 1.0 -4.7 -2.6
C -0.19789 1.39025 -0.19303 -0.7 2.4 3.8
C 1.14877 0.53177 -0.22441 0.2 -0.9 0.0
C -1.29201 0.25655 -0.08204 0.7 -0.4 -1.8
C 0.85520 -0.91106 -0.00064 -0.8 -2.7 0.6
C -0.45908 -1.06121 0.10330 -3.3 -1.7 1.9
H 1.45337 -1.95545 0.22295 -0.6 3.5 -0.8
H -0.96767 -2.09368 0.52078 1.1 2.9 -1.5
```
Forces are in eV/Å.

Calculated values
SMILES: O=c1ccc(=O)c1=O
Orbital gap, eV: 8.136
Calculated total energy, eV: -11356.353
Energy above the lowest of the compared OMol25 structures with the same formula, charge and spin, eV: 1.196
E_HOMO, eV: -9.68